No. 1
DFT (the ωB97M-V functional and the def2-TZVPD basis) results for a 3-piece molecular cluster, C3H12NO3S overall.

```
20
Properties=species:S:1:pos:R:3:forces:R:3:lowdin_charge:R:1
C -1.062 0.795 0.973 2.37 -0.41 0.81 -0.278
C -1.526 -0.625 0.681 -0.83 0.06 -0.42 -0.552
S -0.834 -1.999 1.685 0.00 0.20 0.01 0.655
N 0.308 0.988 0.426 -0.36 -0.48 -0.55 -0.107
C 0.645 0.691 -1.060 0.82 0.62 -0.27 -0.534
O 0.810 1.747 -1.833 -0.31 0.65 0.06 -0.329
H -0.838 0.805 2.045 -0.68 0.30 0.23 0.090
H -1.729 1.632 0.761 -0.50 -0.39 -0.46 0.102
H -2.595 -0.740 0.855 -0.15 0.18 0.27 0.049
H -1.430 -0.849 -0.378 0.33 -0.08 0.05 0.029
H 0.376 -1.535 2.045 -0.06 0.25 -0.34 -0.169
H 0.605 1.952 0.530 -0.22 0.17 -0.10 0.091
H -0.129 0.026 -1.510 0.21 -0.33 0.96 0.047
H 1.632 0.171 -0.909 -0.48 -0.60 -0.27 0.086
H -0.519 -0.581 -3.227 -0.12 -0.99 0.31 0.042
H -0.520 -1.959 -2.473 0.43 0.12 0.53 0.011
O -0.863 -1.503 -3.232 -0.31 0.84 -1.02 -0.085
H 3.316 0.521 1.553 1.31 0.76 -0.60 -0.015
H 1.808 0.380 1.233 -0.15 -0.06 0.23 -0.019
O 2.544 0.083 1.835 -1.31 -0.82 0.57 -0.113
```
Forces are in eV/Å.

## Properties
* HOMO: -0.112 Eh
* molar mass: 142.20 g/mol
* net charge: -1
* gap between HOMO and LUMO: 6.269 eV
* E_LUMO: 0.1183 Eh
* max |F|: 2.535 eV/Å

---

No. 2
DFT (the ωB97M-V functional and the def2-TZVPD basis) results for a 2-piece molecular cluster, C3H12NOS2 overall.

```
19
Properties=species:S:1:pos:R:3:forces:R:3:lowdin_charge:R:1
C -2.022 -0.618 -0.998 -0.14 -0.04 -0.15 -0.262
O -2.900 -1.691 -1.213 -0.15 0.08 0.17 -0.027
C -1.026 -0.717 -2.140 0.00 0.13 0.06 -0.112
N -0.035 0.416 -2.054 -0.01 0.03 0.06 0.185
H -1.507 -0.694 -0.034 0.06 0.05 0.06 0.103
H -2.538 0.351 -1.043 0.04 -0.03 0.03 0.138
H -3.646 -1.630 -0.601 0.13 -0.07 -0.12 0.116
H -0.455 -1.638 -2.095 -0.10 -0.14 0.00 0.137
H -1.544 -0.647 -3.092 0.06 -0.09 -0.07 0.142
H 0.041 0.777 -1.092 0.19 0.03 -0.02 0.030
H -0.285 1.202 -2.655 -0.01 -0.02 0.02 0.175
H 0.907 0.112 -2.305 -0.02 0.08 -0.08 0.167
C 1.507 -1.261 1.300 -0.15 0.26 -0.15 -0.452
S 0.720 0.220 2.014 0.12 -0.12 0.05 0.400
S 1.262 1.721 0.726 -0.11 -0.02 0.08 0.334
H 0.871 -1.699 0.533 0.02 -0.07 -0.06 0.010
H 1.635 -1.981 2.102 -0.01 -0.02 0.11 0.039
H 2.479 -1.005 0.888 0.04 -0.02 0.07 0.032
H 2.529 1.933 1.118 0.03 -0.01 -0.05 -0.155
```
Forces are in eV/Å.

## Properties
* HOMO: -0.469 Eh
* molar mass: 142.27 g/mol
* net charge: +1
* gap between HOMO and LUMO: 9.258 eV
* E_LUMO: -0.1288 Eh
* max |F|: 0.334 eV/Å